A molecular structure, C31H49N2NiO2P2 in a non-equilibrium geometry. Source: the Open Molecules 2025 dataset; level of theory: the ωB97M-V functional and the def2-TZVPD basis.

Values from the calculation:
Total charge: +1
HOMO level (alpha / beta) in eV: -9.517 / -10.374
Spin multiplicity: 3
Strongest force on any atom in Eh/bohr: 0.1181
⟨S²⟩: 2.0620

Atoms and positions in Å:
C: 5.22716 -1.51081 -2.47159
O: -0.46758 -0.03275 3.57907
C: 2.49888 2.46912 1.20592
C: 0.30213 -3.62658 -0.07368
H: 4.22531 -0.37768 1.11461
H: 1.47121 -2.49310 -1.56643
C: -2.36589 -2.78462 1.36620
H: -2.97582 4.70835 0.95598
H: 2.01580 -4.51414 0.88620
C: 1.16852 3.24051 1.26146
C: -3.26718 -3.75866 0.60320
H: 0.28445 -5.74547 -0.42960
H: 0.87206 -3.79559 2.03233
H: -4.09544 -4.03869 1.27232
H: -1.35980 0.46446 -5.32515
H: 6.63129 -0.70393 0.54808
N: -0.68218 0.31327 -1.55844
H: 0.72742 3.27149 -1.93722
H: -1.18828 -2.71751 3.21901
H: -4.05258 -1.94731 2.41981
H: -2.65243 -3.72162 3.28895
C: -1.11743 0.37612 -4.26441
C: -2.78355 2.51538 -0.55864
H: -1.19814 -4.95426 -0.95487
H: 2.20451 5.11643 1.31237
H: -2.38069 3.37694 1.95201
H: 1.71221 4.66042 -0.32588
H: -3.10693 1.84603 0.24907
P: -0.11410 2.32752 0.25410
H: 7.26560 -1.45889 -1.75752
C: 6.21541 -1.30802 -1.49821
H: -4.88361 1.49387 2.14013
H: 3.09593 -1.41300 -2.91332
C: -1.63107 3.41829 -0.09689
H: -2.70547 -0.80128 2.27127
C: -0.52037 0.16683 2.42850
H: -2.21753 5.13632 -1.24184
C: 0.69516 3.29065 2.72297
C: -0.44242 -4.96330 -0.15925
H: 0.21905 -3.52850 -2.25938
H: -3.69130 -3.28640 -0.28999
C: -3.25516 -1.59216 1.74969
P: -0.89395 -2.13558 0.33199
H: 0.16447 2.16173 -4.21442
H: -1.92414 -2.77852 -1.81313
H: -0.21045 3.88988 2.84974
C: 4.51796 -0.71170 0.11590
H: -2.24089 -1.45881 -3.93515
H: 3.23187 2.99149 1.84028
H: 1.94741 -2.75421 1.07791
H: -2.52730 1.92282 -1.44190
C: 2.15168 -0.79114 -0.46876
Ni: -0.38637 0.15633 0.67752
C: 3.51682 -0.94686 -0.85087
C: -1.61756 -0.67556 -3.51510
H: -0.90292 -5.27225 0.78352
H: 1.48936 3.75410 3.32579
C: -1.44912 -1.90942 -1.32696
H: 1.70239 -4.23958 -1.60103
H: -2.77702 -4.68692 0.30545
N: 1.27586 -0.42757 0.23639
H: 2.39780 1.44515 1.58474
C: 3.88104 -1.31250 -2.16048
C: 1.34051 -3.66253 1.04970
H: 2.91194 2.42209 0.19085
H: 0.49280 2.28814 3.11806
O: -3.91632 1.43537 2.29930
C: -1.80550 -3.42751 2.64933
C: -0.31238 1.35137 -3.66295
C: -1.28965 -0.76689 -2.13265
H: 0.51327 5.30381 0.84018
H: -3.63869 3.15725 -0.81801
H: -3.81445 1.56834 3.26306
H: -1.33511 4.80598 1.59189
C: 5.86353 -0.89481 -0.20797
H: -0.47001 5.07327 -0.98725
C: 1.39304 4.65930 0.72506
H: 5.50606 -1.81034 -3.48468
H: -3.72391 -1.14545 0.86534
C: -0.14762 1.30077 -2.27648
C: -1.35338 4.45801 -1.19225
H: -1.24510 3.99885 -2.18253
C: 0.95482 -3.44723 -1.45140
H: -1.21260 -4.33057 2.45756
C: 0.65779 2.29044 -1.45590
C: -2.08230 4.11191 1.19278
H: 1.68916 1.92185 -1.34342